59
Properties=species:S:1:pos:R:3:forces:R:3 method="wB97M-V/def2-TZVPD" relative_energy_ev=0.0126 smiles="Cc1ccc([C@@]23C[C@@H]4C[C@@H](C[C@@](NC(=O)NCCN(C)C)(C4)C2)C3)cc1" charge=0
C 6.88347 1.97331 2.13933 -0.053 0.056 0.001
C 5.69422 1.31384 1.50977 0.038 -0.031 -0.079
C 5.62277 1.10560 0.14160 0.080 0.049 0.121
C 4.51412 0.51176 -0.43773 -0.111 -0.046 -0.036
C 3.43191 0.10235 0.33017 0.007 -0.009 -0.093
C 2.19682 -0.55811 -0.26020 0.184 0.049 0.099
C 2.01774 -1.95321 0.36136 -0.130 -0.044 -0.089
C 0.74830 -2.61379 -0.17281 -0.024 -0.237 0.123
C 0.85054 -2.77211 -1.68730 0.019 0.056 0.010
C 1.01172 -1.39088 -2.31758 -0.011 -0.089 -0.217
C -0.20524 -0.53127 -1.98926 0.156 -0.025 -0.038
C -0.30925 -0.36969 -0.47164 -0.076 0.193 -0.098
N -1.49223 0.41899 -0.13474 -0.079 -0.322 0.254
C -1.67232 1.71123 -0.52321 -0.271 0.221 0.185
O -0.96320 2.29573 -1.32016 0.343 0.126 -0.331
N -2.73371 2.36773 0.06131 -0.135 0.333 0.019
C -3.86826 1.75863 0.71354 -0.122 -0.325 -0.244
C -4.75113 0.96323 -0.26232 -0.007 0.161 0.231
N -6.01918 0.58804 0.33774 0.020 0.027 -0.060
C -5.87204 -0.47345 1.31219 -0.004 0.109 0.002
C -6.99652 0.22926 -0.67040 0.026 0.045 0.052
C -0.46374 -1.74864 0.17218 0.071 0.034 -0.104
C 0.96309 0.29956 0.05962 -0.051 -0.103 -0.135
C 2.27719 -0.72090 -1.78255 -0.115 -0.053 0.043
C 3.50940 0.31604 1.70457 -0.005 0.015 0.039
C 4.61409 0.90799 2.28313 -0.001 -0.006 -0.018
H 6.66248 3.02058 2.34843 0.073 0.068 0.041
H 7.74566 1.93383 1.47797 0.087 0.019 0.005
H 7.13852 1.49166 3.08136 0.076 0.005 0.056
H 6.44706 1.41131 -0.48777 0.093 0.028 -0.051
H 4.51290 0.37548 -1.50690 -0.050 -0.041 -0.128
H 1.95874 -1.87825 1.44827 0.043 0.017 0.066
H 2.88729 -2.56932 0.12026 0.067 -0.019 0.031
H 0.63096 -3.59932 0.29337 -0.003 0.088 -0.028
H 1.70800 -3.40100 -1.93670 0.025 -0.067 -0.019
H -0.04681 -3.25935 -2.07569 -0.026 -0.048 -0.040
H 1.09538 -1.49387 -3.40523 0.001 0.023 0.072
H -0.11364 0.45492 -2.44320 -0.036 -0.029 -0.014
H -1.11668 -0.99880 -2.36944 -0.072 -0.017 0.011
H -2.00368 0.10414 0.67313 -0.025 0.020 -0.008
H -2.91138 3.25387 -0.38878 0.144 -0.098 0.020
H -4.47115 2.55317 1.15768 0.056 -0.098 0.041
H -3.51541 1.12029 1.52865 -0.096 0.082 0.069
H -4.19235 0.08722 -0.63747 -0.063 0.049 -0.047
H -4.96273 1.61101 -1.11712 0.052 -0.029 0.016
H -5.43869 -1.38934 0.87830 0.016 -0.039 -0.019
H -5.23719 -0.13788 2.12925 0.028 -0.082 0.092
H -6.85116 -0.71505 1.72192 -0.001 -0.056 0.072
H -7.94491 0.01200 -0.18152 -0.069 -0.034 -0.048
H -6.69753 -0.65008 -1.26190 0.000 -0.039 -0.027
H -7.14172 1.07049 -1.34609 -0.043 -0.008 -0.067
H -0.54498 -1.64401 1.25819 -0.042 0.035 0.087
H -1.37769 -2.22408 -0.19299 -0.084 0.012 -0.004
H 0.86537 0.44564 1.13740 -0.011 -0.008 0.065
H 1.06559 1.28163 -0.40398 0.014 0.030 0.038
H 3.14379 -1.33182 -2.04540 0.098 0.034 -0.028
H 2.38342 0.25889 -2.25118 0.103 0.059 -0.046
H 2.69396 0.01695 2.34686 -0.106 -0.044 0.044
H 4.64008 1.05784 3.35369 0.003 0.006 0.113

---

118
Properties=species:S:1:pos:R:3:forces:R:3 method="wB97M-V/def2-TZVPD" total_energy_ha=-2933.46471 charge=0
Cd -0.84824 1.96401 0.30928 0.562 -0.210 -0.032
O 0.17705 -0.09419 0.15624 -0.243 1.067 -0.357
H 0.23158 -0.81690 0.78119 -0.127 0.294 0.666
P -2.47729 5.56050 -0.07101 0.840 -0.709 -0.556
F -1.64903 4.13675 0.49047 -0.255 0.314 -0.163
F -3.44828 4.51133 -0.88542 0.090 0.356 0.143
F -3.40847 5.44069 1.20468 -0.160 0.105 0.079
F -3.20761 6.83962 -0.64323 -0.148 -0.232 0.278
F -1.37425 6.38866 0.73202 -0.272 0.138 -0.004
F -1.47775 5.55676 -1.38145 -0.154 -0.212 0.288
C 0.53134 -3.62736 -0.23629 0.464 0.902 -0.838
C -0.87516 -3.15529 0.03892 -0.980 -0.392 1.383
C -1.08206 -2.84047 1.52792 0.868 0.041 -0.181
O -1.31894 -2.04868 -0.72264 -0.218 -1.040 -0.912
H 0.63975 -3.91792 -1.28189 -0.034 -0.035 -0.069
H 0.86377 -4.46288 0.36731 -0.162 -0.096 0.326
H 1.21630 -2.77468 -0.08648 0.006 -0.290 0.066
H -1.57212 -3.99379 -0.10190 0.006 0.276 -0.678
H -0.23810 -2.25882 1.92523 -0.104 0.048 0.074
H -1.07175 -3.78063 2.07449 -0.272 0.035 0.295
H -1.99537 -2.26514 1.65711 -0.145 -0.201 0.163
H -0.71769 -1.29651 -0.57751 0.263 0.487 0.011
C -3.92098 -3.94040 -4.54214 -0.194 0.077 -1.188
C -3.08102 -3.76477 -3.30640 -0.321 -0.218 -0.045
C -1.90949 -4.75111 -3.31950 -0.586 0.814 -0.153
O -2.69945 -2.36853 -3.30830 0.344 -0.973 0.596
H -4.43697 -4.90350 -4.62495 0.048 0.157 0.370
H -3.33112 -3.85501 -5.46925 0.231 -0.047 0.380
H -4.63630 -3.12900 -4.63777 -0.337 -0.011 0.252
H -3.70257 -4.03871 -2.42845 0.142 0.577 -0.123
H -1.29146 -4.47217 -4.16638 0.478 -0.137 0.079
H -2.27339 -5.76465 -3.46360 -0.101 -0.105 -0.010
H -1.40545 -4.70192 -2.36612 0.574 -0.012 0.113
H -2.14188 -2.20790 -2.51837 -0.225 -0.125 -0.179
C 4.84349 0.51090 0.24369 0.602 0.706 -1.035
C 3.45167 0.03306 0.41668 -1.407 0.766 0.299
C 3.30653 -0.41141 1.85195 -0.987 -0.628 0.638
O 2.48621 1.11429 0.11220 0.528 -1.532 0.744
H 5.57280 -0.27793 0.41467 -0.040 -0.163 -0.103
H 5.07589 1.31028 0.95666 -0.160 -0.012 -0.157
H 4.95099 0.89313 -0.77907 0.295 0.024 0.221
H 3.14719 -0.75544 -0.28357 0.576 -0.173 0.224
H 3.45760 0.41926 2.55822 0.151 -0.181 -0.297
H 4.00107 -1.23005 2.07633 0.034 0.230 0.005
H 2.29922 -0.81538 2.06548 0.240 0.178 -0.130
H 1.60984 0.59239 0.22244 0.509 0.803 -0.455
C -4.22227 -0.44847 -0.99741 -0.395 0.427 -0.196
C -3.29333 0.73121 -1.31494 0.137 -1.963 0.675
C -3.69640 1.42788 -2.54801 -0.573 1.566 -0.830
O -3.22675 1.64528 -0.17190 0.475 0.681 -0.956
H -5.26121 -0.12102 -0.84980 0.273 0.129 0.183
H -3.88408 -1.02563 -0.14092 0.052 0.063 0.119
H -4.24907 -1.11733 -1.85870 0.232 -0.017 0.011
H -2.30241 0.27248 -1.45687 0.022 0.330 0.130
H -3.74866 0.79409 -3.41980 0.239 -0.488 -0.101
H -3.04968 2.27976 -2.79355 0.101 -0.236 0.106
H -4.70030 1.84610 -2.44689 -0.154 0.010 0.168
H -3.43648 2.52628 -0.56671 0.098 -0.351 0.708
C 2.39811 -3.59976 3.68984 0.764 -0.037 0.324
C 2.72358 -2.59802 4.81076 -0.452 -0.002 -0.161
C 1.43299 -2.03011 5.32837 -0.650 0.804 0.544
O 3.35651 -3.18031 5.95031 -0.208 0.065 -0.292
H 3.28748 -4.14174 3.32664 -0.197 0.244 0.132
H 1.95573 -3.07785 2.83587 -0.054 -0.129 0.141
H 1.70846 -4.33626 4.10233 -0.116 -0.044 -0.188
H 3.29449 -1.74300 4.42218 0.304 -0.301 0.012
H 0.73828 -2.80161 5.67455 0.219 -0.029 0.039
H 0.91503 -1.45666 4.56138 -0.011 -0.035 -0.295
H 1.60280 -1.31166 6.14724 0.064 -0.402 -0.142
H 4.18679 -3.57493 5.68993 0.311 -0.142 -0.149
C 1.65506 3.78719 3.34192 -0.033 -0.855 0.896
C 1.20204 4.19165 1.98307 0.636 1.898 -1.030
C 2.01460 5.37646 1.39493 0.845 -1.164 -0.888
O 1.09407 3.09686 1.05071 -0.113 0.264 0.354
H 1.55720 4.58137 4.09163 -0.257 -0.033 -0.332
H 2.69211 3.45757 3.42637 0.147 -0.018 -0.441
H 1.03136 2.93931 3.63696 0.017 0.069 0.311
H 0.24069 4.66393 2.02070 -0.980 -0.507 0.317
H 2.22228 6.16167 2.11209 -0.175 0.020 0.277
H 1.49856 5.80055 0.53769 -0.258 0.095 0.036
H 2.98485 5.03403 0.98628 -0.193 0.029 0.354
H 1.93384 2.59579 0.94209 -0.192 -0.066 -0.083
C 2.75555 -1.35361 -2.99209 1.193 0.682 -0.952
C 2.47635 -2.71205 -3.60081 0.211 -0.285 0.377
C 1.15102 -2.69697 -4.25716 -1.351 -0.019 -0.634
O 3.46744 -3.20557 -4.52556 0.326 0.026 1.183
H 2.76422 -0.58425 -3.77968 -0.314 -0.162 0.120
H 3.77248 -1.30453 -2.62024 0.240 -0.199 0.409
H 2.07183 -1.03740 -2.20698 -0.211 -0.299 -0.066
H 2.48959 -3.41964 -2.76552 0.071 -0.253 -0.262
H 1.11651 -1.87862 -4.98707 -0.069 -0.149 -0.055
H 0.29249 -2.56604 -3.60042 0.154 0.348 0.404
H 0.92266 -3.63269 -4.75093 0.237 -0.270 -0.360
H 3.38070 -2.85800 -5.41064 -0.412 0.440 -0.165
C -1.22943 0.88055 4.71779 -0.259 0.998 0.433
C -1.79672 0.84485 3.30829 1.541 -0.091 -0.371
C -3.21710 0.38879 3.15447 0.004 0.044 -0.181
O -1.58519 2.15649 2.63554 -0.321 -0.723 0.021
H -1.36464 -0.02028 5.31145 -0.350 -0.330 -0.350
H -1.74426 1.68796 5.25524 0.258 -0.070 0.099
H -0.15001 1.06311 4.74798 -0.204 0.229 -0.274
H -1.12382 0.17382 2.73654 -0.515 0.102 0.059
H -3.33191 -0.59054 3.63325 -0.148 0.197 -0.203
H -3.37126 0.32670 2.07957 -0.442 -0.308 -0.072
H -3.96126 1.09204 3.55223 0.276 -0.117 0.157
H -2.44902 2.56662 2.46168 0.187 -0.007 0.270
C 1.61333 3.80682 -2.54899 0.189 0.440 1.080
C 0.48761 2.86552 -2.93534 -0.136 0.465 0.558
C 0.79995 1.41139 -2.95391 -0.540 -1.209 -0.634
O -0.61341 3.00452 -1.93719 0.482 0.638 -1.108
H 1.99306 3.59533 -1.53396 -0.169 -0.132 -0.381
H 1.23254 4.82817 -2.51409 -0.181 0.083 0.035
H 2.47137 3.86894 -3.21444 -0.087 -0.517 -0.334
H 0.15321 3.19098 -3.93851 -0.433 -0.264 0.488
H -0.13622 0.85700 -3.16026 0.311 0.194 -0.044
H 1.18947 0.97430 -2.03807 0.186 0.493 0.259
H 1.48699 1.14923 -3.75996 0.035 0.195 0.051
H -0.94054 3.93142 -2.04205 0.101 -0.710 0.660

---

74
Properties=species:S:1:pos:R:3:forces:R:3 method="wB97M-V/def2-TZVPD" s_squared=6.030 relative_energy_ev=1.5719 multiplicity=5 charge=+2
Os -1.62222 -1.10900 0.81412 -0.061 -2.452 2.546
C 0.55813 1.94393 -4.06213 -0.076 -0.166 0.070
C 1.58669 1.20979 -3.61243 0.012 0.345 -0.422
C 2.80617 1.79916 -2.96848 0.182 0.103 -0.053
C 2.53371 3.00140 -2.01330 0.632 -0.332 0.691
C 1.28075 2.98248 -1.18147 3.429 -0.530 0.663
C 0.07673 3.39697 -1.59008 -2.705 1.784 -1.593
C -0.06583 4.16397 -2.87705 -0.262 -0.332 -0.436
C 0.53253 3.44454 -4.12753 -0.057 0.505 -0.057
C -2.56301 -0.97459 2.67498 -1.742 0.323 0.515
H -0.33151 1.48940 -4.50705 0.650 0.046 0.060
H 1.68109 0.15483 -3.87090 -0.295 0.320 0.190
H 3.48180 2.15519 -3.76569 -0.053 -0.138 0.290
H 3.37383 1.02209 -2.42732 -0.297 0.324 -0.146
H 3.36621 3.02553 -1.29588 -0.138 0.080 -0.274
H 2.61736 3.92866 -2.59696 -0.391 -0.046 0.164
H 1.46368 2.78181 -0.11653 -0.380 0.364 -0.540
H -0.80978 3.36004 -0.95237 0.287 -0.256 0.113
H 0.47190 5.12565 -2.78849 -0.297 -0.120 0.270
H -1.11961 4.40107 -3.08397 0.335 -0.042 0.375
H -0.12397 3.69033 -4.97655 0.300 0.161 0.299
H 1.52100 3.86894 -4.37198 -0.339 -0.310 0.034
H -3.55526 -1.40556 2.45267 0.289 0.096 0.136
H -2.75568 0.05417 3.01456 0.096 -0.399 0.003
H -2.13088 -1.57530 3.49926 0.083 0.218 -0.677
P -0.19387 0.30631 1.76180 0.435 2.294 1.979
P 0.36391 -1.99184 0.03104 1.095 -1.780 -1.446
N -0.94511 1.87987 1.84534 0.420 -0.563 -0.326
N 0.39753 0.09571 3.37155 -0.641 -0.150 -0.659
N -0.41261 -1.71522 -1.52039 -1.017 1.088 -0.564
N 0.91226 -3.53070 -0.42467 0.505 0.015 0.602
C 1.31610 0.47805 0.77516 0.499 0.138 -0.030
C 1.79245 -0.84325 0.15241 0.198 -0.194 -0.183
C -2.24813 2.03275 1.38684 -0.255 0.934 0.462
C -2.71014 3.27969 1.78509 0.490 -0.968 -0.572
C -1.63798 3.93854 2.45610 0.375 -0.828 -0.350
C -0.56906 3.05435 2.48242 -0.448 0.421 0.004
C -0.40927 0.12865 4.51373 0.512 -0.089 0.956
C 0.38826 0.02134 5.63340 -0.483 0.091 -1.188
C 1.74529 -0.08846 5.19033 -0.486 -0.084 -1.297
C 1.71637 -0.07015 3.80139 0.486 0.108 1.115
C -1.77894 -1.20213 -1.26075 -0.013 0.592 -3.064
C -2.05694 -0.41044 -2.47151 0.419 -0.812 0.942
C -1.03173 -0.60706 -3.37622 -0.002 0.416 0.030
C 0.00370 -1.30174 -2.73778 -0.912 -0.636 0.936
C 1.53810 -3.86836 -1.62944 0.039 -1.246 0.066
C 1.60270 -5.24865 -1.71243 -0.256 1.180 0.554
C 1.01497 -5.78181 -0.51528 -0.180 0.997 0.202
C 0.59898 -4.70926 0.24793 0.355 -0.879 -0.386
H 2.10102 0.98290 1.36142 -0.161 -0.136 -0.315
H 1.01597 1.14370 -0.04188 -0.150 -0.439 0.309
H 2.19370 -0.65627 -0.86297 0.124 -0.212 0.560
H 2.54927 -1.34716 0.78751 -0.324 0.199 -0.462
H -2.69252 1.19234 0.86723 -0.326 0.349 0.085
H -3.70732 3.64403 1.60496 0.029 0.124 0.001
H -1.66864 4.94376 2.84653 0.132 -0.115 0.120
H 0.40930 3.14790 2.91292 0.134 0.036 0.197
H -1.47875 0.16324 4.44093 0.155 0.293 0.111
H 0.00200 0.00202 6.64058 0.169 0.047 -0.010
H 2.61157 -0.18608 5.82975 -0.025 -0.034 -0.252
H 2.51300 -0.17790 3.08494 0.090 0.054 0.127
H -2.57427 -1.97894 -1.10340 0.508 0.179 -0.467
H -2.93913 0.20459 -2.58373 -0.165 -0.369 -0.278
H -0.95525 -0.24922 -4.39600 -0.235 -0.200 0.273
H 0.98593 -1.54876 -3.12192 -0.260 0.069 0.194
H 1.88644 -3.11158 -2.30651 0.118 -0.087 -0.015
H 2.01435 -5.81042 -2.53429 0.052 0.020 0.020
H 0.91288 -6.82935 -0.26842 -0.034 0.192 0.043
H 0.12061 -4.65943 1.21113 -0.046 -0.135 0.011
N -2.24189 -3.06874 0.93774 -0.233 1.343 -0.200
C -2.54019 -4.05787 1.51533 0.064 -2.107 0.033
N -2.64395 -5.25735 1.87667 0.583 1.683 -0.646
C -3.44766 -5.81994 2.74682 -1.874 -1.806 2.144
N -4.09717 -6.44718 3.49916 1.338 1.464 -1.585

---

16
Properties=species:S:1:pos:R:3:forces:R:3 method="wB97M-V/def2-TZVPD" relative_energy_ev=12.8641 charge=0
C -2.74019 -0.23305 -0.10434 -1.788 -0.040 -0.610
C -1.22393 -0.55739 0.12148 0.805 0.796 2.539
C 0.78608 0.43585 -0.26820 3.115 3.329 0.664
C 1.51541 -0.73185 -0.35495 2.041 -1.754 0.303
C 3.04985 -0.69894 -0.13394 5.717 3.766 2.085
H -3.37958 -1.16974 1.06387 1.315 2.843 -3.764
H -3.08779 1.27058 0.04282 1.233 -4.968 -0.181
H -3.12072 -0.53892 -1.55972 0.961 0.768 4.830
H -0.89347 -0.66044 1.26665 -1.582 -0.847 -2.118
H -0.65577 -1.36145 -0.45902 -1.950 0.878 0.518
H 0.94242 2.31038 1.40358 1.539 -1.221 -3.892
H 2.49670 1.63464 -0.40254 -2.500 0.611 1.050
H 1.15474 -1.83014 -0.45965 0.397 2.421 0.223
N 1.41037 1.80350 -0.28289 0.629 -2.199 2.606
N 4.22715 -0.34687 0.19067 -9.154 -3.123 -2.694
O -0.48127 0.67383 -0.06382 -0.779 -1.260 -1.562